A single C5H6O molecule. Source: the Open Molecules 2025 dataset; level of theory: ωB97M-V/def2-TZVPD.

Calculated values
Energy above the lowest of the compared OMol25 structures with the same formula, charge and spin = 1.689 eV
Multiplicity = 1
Total charge = 0
SMILES = C#CC(=O)CC
Lowest unoccupied orbital energy = 0.42 eV
DFT total energy = -269.284175 hartree

Structure (XYZ):
```
12
Properties=species:S:1:pos:R:3:forces:R:3:mulliken_charge:R:1
C -1.519506 -2.302817 -1.332241 0.4 0.3 0.1 0.35
C -0.653012 -1.529947 -1.008934 -0.4 -0.4 -0.2 -0.33
C 0.352023 -0.554112 -0.572108 0.3 0.1 -0.1 0.06
O 1.497109 -0.602308 -0.963506 -0.5 0.0 0.2 -0.52
C -0.176111 0.507189 0.370363 0.0 0.0 0.0 -0.36
C 0.909164 1.354935 1.019704 0.0 0.0 0.0 -1.11
H -2.280449 -2.991288 -1.631562 0.2 0.1 0.1 0.39
H -0.857543 1.132090 -0.224933 0.0 -0.1 0.1 0.27
H -0.808383 0.012993 1.118469 0.1 0.0 -0.1 0.32
H 0.452376 2.108641 1.668634 0.1 -0.1 -0.1 0.35
H 1.514920 1.865630 0.266715 -0.1 -0.1 0.1 0.28
H 1.582139 0.742381 1.627694 -0.1 0.1 -0.1 0.30
```
Positions in Å, forces in eV/Å.

=====

2 unconnected molecules or ions with the total composition C17H27BrN6O2. Source: the Open Molecules 2025 dataset; level of theory: ωB97M-V/def2-TZVPD.

Calculated values
Multiplicity = 1
Total charge = 0
SMILES = CNC(=O)[C@H](CC(C)C)NC(C)=O.CN(C)c1nc2cc(Br)ccn2n1
Lowest unoccupied orbital energy = 0.36 eV
DFT total energy = -3717.036826 hartree

Structure (XYZ):
```
53
Properties=species:S:1:pos:R:3:forces:R:3:mulliken_charge:R:1
C -2.005290 4.693639 -2.469140 -0.3 -0.5 0.0 -0.79
N -2.154411 3.350305 -3.027546 0.3 1.5 0.2 -0.13
C -2.141664 2.159896 -2.411866 -0.4 -1.3 -0.3 0.11
O -2.124615 1.161062 -3.123146 0.0 -0.1 0.7 -0.71
C -2.094347 2.012041 -0.861854 -0.4 -0.1 0.3 0.00
C -2.527170 0.604823 -0.382346 -0.1 0.1 -0.2 -1.27
C -2.341359 0.315888 1.119223 0.4 -0.2 -0.3 0.86
C -2.909249 -1.063355 1.457818 -0.2 0.4 -0.2 -1.67
C -0.865749 0.336231 1.526408 -0.5 0.2 0.0 -1.37
N -2.796701 3.040489 -0.073785 1.3 -0.2 -0.3 0.17
C -4.075394 3.393877 -0.220116 -1.6 0.1 -0.4 0.61
C -4.595984 4.426531 0.751958 0.1 0.0 0.0 -1.32
O -4.817461 2.937752 -1.076679 0.4 -0.2 -0.1 -0.63
H -1.644937 5.372938 -3.243645 0.0 -0.2 0.1 0.35
H -1.286207 4.687837 -1.648983 -0.1 0.1 -0.1 0.26
H -2.972756 5.054326 -2.114958 0.1 0.2 0.1 0.21
H -2.241442 3.276780 -4.029535 0.0 -0.1 0.1 0.27
H -1.039426 2.117285 -0.622337 0.2 0.2 0.1 0.30
H -1.959294 -0.143095 -0.937300 0.0 0.0 -0.2 0.48
H -3.579440 0.469712 -0.637431 0.0 0.0 -0.1 0.44
H -2.878863 1.058010 1.709670 -0.1 0.1 0.0 0.22
H -2.386106 -1.835535 0.891557 0.0 -0.1 0.0 0.33
H -2.796889 -1.259637 2.524004 0.0 -0.1 0.0 0.44
H -3.969731 -1.092259 1.204791 0.0 -0.2 0.0 0.41
H -0.449470 1.331732 1.384785 0.3 0.1 0.0 0.29
H -0.307795 -0.385135 0.927826 0.1 0.0 0.0 0.26
H -0.774094 0.070205 2.579460 0.1 0.0 0.0 0.51
H -2.283108 3.481190 0.669823 0.0 0.0 0.0 0.32
H -4.570941 4.013500 1.758362 0.0 0.1 0.2 0.34
H -3.981226 5.322544 0.699359 0.0 0.1 0.2 0.35
H -5.623827 4.671900 0.486028 0.2 -0.1 0.0 0.34
C 5.024241 -5.678657 1.213504 -0.3 0.6 0.0 -0.81
N 4.400116 -4.453776 1.748776 -0.2 0.3 -0.1 0.11
C 4.257264 -4.241124 3.198869 0.0 0.2 -0.5 -0.81
C 3.948525 -3.474248 0.869270 0.2 -0.5 2.1 0.27
N 3.387694 -2.273540 1.290862 0.6 -1.3 0.9 -0.70
C 3.096236 -1.685101 0.167491 -0.6 1.1 -1.2 0.58
C 2.475246 -0.392745 -0.110333 0.2 -0.5 -0.9 -0.59
C 2.262252 -0.025901 -1.426693 0.8 -1.6 0.1 0.39
Br 1.473265 1.659690 -1.847967 0.3 -0.6 0.0 -0.15
C 2.660606 -0.938090 -2.511572 0.0 0.1 1.2 -0.77
C 3.258720 -2.151134 -2.215347 -0.5 1.0 0.8 -0.12
N 3.471784 -2.499127 -0.882447 -0.7 1.3 -1.9 0.90
N 4.022642 -3.639375 -0.427715 0.1 -0.3 -0.8 -1.44
H 5.963010 -5.434174 0.705811 -0.1 -0.1 0.0 0.29
H 4.355014 -6.169554 0.498698 0.1 0.1 0.0 0.29
H 5.243356 -6.393121 2.012439 -0.2 0.4 0.0 0.30
H 3.200995 -4.122528 3.462352 0.1 0.1 0.0 0.30
H 4.801363 -3.342041 3.506388 -0.1 -0.1 0.0 0.30
H 4.655409 -5.088691 3.764588 0.0 0.1 -0.4 0.29
H 2.191899 0.260442 0.707338 0.1 -0.2 0.0 0.57
H 2.481777 -0.653599 -3.544173 0.1 -0.1 0.2 0.41
H 3.563534 -2.845081 -2.990547 0.0 0.0 0.3 0.40
```
Positions in Å, forces in eV/Å.

=====

A single C4H4ClNOS molecule. Source: the Open Molecules 2025 dataset; level of theory: ωB97M-V/def2-TZVPD.

Calculated values
Energy above the lowest of the compared OMol25 structures with the same formula, charge and spin = 6.874 eV
Multiplicity = 1
Total charge = 0
Lowest unoccupied orbital energy = -1.50 eV
DFT total energy = -1142.934617 hartree

Structure (XYZ):
```
12
Properties=species:S:1:pos:R:3:forces:R:3:mulliken_charge:R:1
C 1.744116 0.687948 -0.019145 1.5 2.1 0.0 -0.78
C 1.064537 -0.472810 -0.151658 -0.9 0.8 0.0 1.33
C 1.670251 -1.664690 -0.580232 -0.5 0.3 -0.9 -0.35
C -0.509916 -0.299432 -0.114905 -0.5 -1.5 -1.1 -1.09
N 4.358378 -0.270323 -0.121058 -1.2 1.8 0.0 -0.54
O 3.760990 2.422207 0.117391 -0.7 -3.4 -0.5 -0.57
S 3.510223 0.939091 -0.046329 1.0 0.1 0.5 0.80
Cl 2.192119 -2.945236 0.253925 0.1 -0.2 0.7 0.02
H 1.431212 1.739574 -0.047496 -1.0 -0.8 0.2 0.22
H -1.144890 -0.829367 -0.961413 1.8 1.3 1.2 0.32
H -0.724606 0.783016 -0.060077 0.0 -0.7 -0.1 0.33
H -0.921323 -0.826328 0.757198 0.4 0.4 0.2 0.31
```
Positions in Å, forces in eV/Å.

=====

A molecular structure, C28H24N4O4PtS2. Source: the Open Molecules 2025 dataset; level of theory: ωB97M-V/def2-TZVPD.

Calculated values
Multiplicity = 1
Total charge = 0
Lowest unoccupied orbital energy = -0.44 eV
DFT total energy = -2517.080753 hartree

Structure (XYZ):
```
63
Properties=species:S:1:pos:R:3:forces:R:3:mulliken_charge:R:1
Pt 0.521650 0.248557 -0.982031 -0.8 0.0 -0.1 0.73
C 4.494125 -1.215514 2.706567 0.0 0.0 0.1 -1.53
C 4.145841 -1.066852 1.256052 0.0 0.0 -0.1 0.85
C 4.087034 -2.170320 0.413442 0.0 0.0 0.0 -0.66
C 3.705360 -2.040619 -0.912346 -0.2 0.0 -0.1 -0.58
C 3.389457 -0.784453 -1.408684 0.1 -0.1 0.0 -0.33
C 3.498151 0.342732 -0.597462 0.2 0.1 0.0 -0.23
C 3.867394 0.191824 0.727300 0.0 0.0 -0.1 -0.32
S 2.729067 -0.637668 -3.046394 0.1 -0.2 0.2 1.30
O 3.022465 -1.852834 -3.759531 0.0 0.2 -0.1 -0.73
O 3.149234 0.628013 -3.578145 -0.1 0.1 0.1 -0.70
N 1.122503 -0.537097 -2.759965 -0.4 -0.3 -0.5 -0.15
C 0.245716 -1.618355 -2.881800 0.0 0.3 0.5 0.51
C 0.288297 -2.695364 -3.767341 -0.2 0.0 0.0 -0.88
C -0.732125 -3.621073 -3.687808 0.0 0.0 0.0 -0.28
C -1.763637 -3.472051 -2.761020 0.0 0.1 -0.1 -0.85
C -1.722078 -2.383627 -1.913119 -0.1 0.0 -0.1 -0.54
N -0.741938 -1.484305 -1.962170 0.8 -0.5 0.0 -0.07
H 4.526069 -2.263671 2.997807 0.0 0.0 0.0 0.37
H 3.751977 -0.712634 3.327337 0.0 0.0 0.0 0.31
H 5.467224 -0.772291 2.926243 0.0 0.0 0.0 0.35
H 4.311094 -3.153341 0.808420 0.0 0.0 0.0 0.33
H 3.626734 -2.904052 -1.558450 0.0 0.0 0.0 0.47
H 3.326431 1.326006 -1.016152 -0.1 0.0 0.0 0.49
H 3.920047 1.064783 1.366045 0.0 0.0 0.0 0.39
H 1.091451 -2.789363 -4.476919 0.0 0.0 0.0 0.48
H -0.730810 -4.467608 -4.362643 0.0 0.0 0.0 0.42
H -2.577431 -4.180603 -2.704447 0.0 0.0 0.0 0.38
H -2.494525 -2.203863 -1.175190 0.0 0.0 0.0 0.72
C -5.869056 -1.826258 2.479325 -0.1 0.0 0.0 -1.45
C -4.438369 -1.384468 2.368015 0.0 0.0 0.0 0.97
C -4.000626 -0.209080 2.970295 0.0 0.0 0.0 -0.93
C -2.675141 0.187715 2.886126 0.0 0.0 0.0 -0.49
C -1.773327 -0.589608 2.175119 0.0 0.1 0.1 -0.01
C -2.185541 -1.770081 1.576192 0.0 0.0 -0.1 -0.30
C -3.510690 -2.158476 1.676047 0.0 0.0 0.0 -0.74
S -0.082394 -0.086705 2.028271 0.1 -0.1 0.1 1.16
O 0.292774 0.538901 3.267077 -0.1 0.0 -0.1 -0.71
O 0.642915 -1.233192 1.538150 0.0 0.0 0.1 -0.66
N -0.018892 0.967704 0.810289 -0.2 -0.1 0.1 0.31
C -0.280252 2.322495 0.863619 0.2 0.0 0.0 0.97
C -0.651943 3.099647 1.939181 0.0 0.0 0.0 -0.82
C -0.850101 4.484312 1.774016 0.0 0.0 0.0 -0.94
C -0.671095 5.111183 0.571868 0.0 0.0 0.0 -0.95
C -0.258988 4.350712 -0.546227 0.0 0.1 0.0 0.87
C -0.018451 4.895652 -1.829420 0.0 0.0 0.0 -0.60
C 0.394647 4.090568 -2.851061 0.0 -0.1 0.1 -0.90
C 0.583199 2.716734 -2.609071 0.0 0.1 -0.2 0.04
N 0.352687 2.190377 -1.429668 0.6 0.4 0.1 -0.38
C -0.066853 2.970867 -0.385957 -0.1 0.2 0.0 -0.19
H -6.474578 -1.077964 2.987789 0.0 0.0 0.0 0.35
H -5.945975 -2.758599 3.041510 0.0 0.0 0.0 0.33
H -6.304074 -2.002620 1.495310 0.0 0.0 0.0 0.34
H -4.704918 0.399648 3.523444 0.0 0.0 0.0 0.32
H -2.346393 1.088527 3.382753 0.0 0.0 0.0 0.30
H -1.463303 -2.378501 1.049539 0.0 0.0 0.0 0.78
H -3.827705 -3.085589 1.212732 0.0 0.0 0.0 0.42
H -0.764476 2.656479 2.915833 0.0 0.0 0.0 0.56
H -1.148604 5.061919 2.638733 0.0 0.0 0.0 0.40
H -0.827928 6.175208 0.461012 0.0 0.0 0.0 0.40
H -0.159006 5.958238 -1.983519 0.0 0.0 0.0 0.44
H 0.594491 4.480621 -3.837284 0.0 0.0 0.0 0.43
H 0.933171 2.039263 -3.377628 0.0 0.0 0.0 0.48
```
Positions in Å, forces in eV/Å.

=====

A gas-phase ion, C2H7N2O (charge -1). Source: the Open Molecules 2025 dataset; level of theory: ωB97M-V/def2-TZVPD.

Calculated values
Energy above the lowest of the compared OMol25 structures with the same formula, charge and spin = 3.434 eV
Multiplicity = 1
Total charge = -1
SMILES = CCN(N)[O-]
Lowest unoccupied orbital energy = 4.56 eV
DFT total energy = -265.034110 hartree

Structure (XYZ):
```
12
Properties=species:S:1:pos:R:3:forces:R:3:mulliken_charge:R:1
C -0.785790 -0.567447 1.182188 2.6 -0.7 0.5 -1.38
C 0.437925 0.243629 0.689891 0.0 -0.3 2.0 -0.30
N 0.675466 -0.066117 -0.716672 0.1 0.4 -0.5 0.17
N -0.346780 0.464901 -1.611973 -0.5 -1.6 -2.1 -0.76
O 1.947986 0.255629 -1.123294 -0.1 0.3 -0.1 -0.89
H -0.624258 -1.538912 0.733313 -0.3 -0.5 0.2 0.39
H -0.957662 -0.630157 2.257971 0.7 -0.1 0.3 0.34
H -1.662979 -0.205709 0.842527 -3.0 1.4 -1.6 0.39
H 0.394925 1.290453 1.222796 0.1 -0.8 -1.7 0.30
H 1.302810 -0.249891 1.192642 -0.3 0.5 -0.5 0.23
H -0.000527 1.227243 -2.208434 0.7 0.6 1.1 0.27
H -0.381115 -0.223621 -2.460954 0.0 0.8 2.3 0.22
```
Positions in Å, forces in eV/Å.

=====

3 unconnected molecules or ions with the total composition C14H37BNO2. Source: the Open Molecules 2025 dataset; level of theory: ωB97M-V/def2-TZVPD.

Calculated values
Multiplicity = 1
Total charge = +1
Lowest unoccupied orbital energy = -3.91 eV
DFT total energy = -785.507976 hartree

Structure (XYZ):
```
55
Properties=species:S:1:pos:R:3:forces:R:3:mulliken_charge:R:1
C -6.868883 -0.073147 2.201581 0.7 0.8 0.5 -0.88
C -5.246290 -0.164807 2.586646 -2.1 -1.0 2.9 -0.20
O -4.413018 0.794590 1.854235 1.3 -2.7 -4.3 -0.40
B -3.845058 0.243981 0.614464 -1.7 -2.2 2.9 0.52
N -3.298512 1.272062 -0.404963 0.8 1.1 1.1 -0.26
O -3.687602 -1.175147 0.249187 -2.1 3.3 -0.5 -0.48
H -7.121271 1.090664 2.197472 0.4 -2.6 -0.3 0.25
H -7.512727 -0.531599 3.096996 1.6 0.8 -2.2 0.34
H -7.116820 -0.593829 1.170025 0.4 1.1 2.2 0.24
H -5.199584 0.163639 3.733610 0.1 -0.6 -2.7 0.29
H -4.882200 -1.276748 2.560809 -0.4 2.3 -0.4 0.29
H -3.642174 1.096709 -1.376951 0.6 0.4 0.9 0.38
H -3.508787 2.253847 -0.055019 0.0 -1.3 -0.8 0.40
H -2.241791 1.186341 -0.330997 -1.1 0.0 -0.6 0.18
H -4.363576 -1.455344 -0.444790 1.3 0.3 1.2 0.34
C 2.153196 2.278455 3.781333 -0.1 0.2 0.1 -1.17
C 1.491808 0.934823 4.045682 0.2 -0.1 0.0 -0.43
C 1.931320 -0.156143 3.064824 -0.1 -0.1 0.1 -1.00
C 1.577841 0.105480 1.595657 0.2 0.2 -0.1 -0.42
C 0.089609 0.319045 1.310912 0.0 0.0 0.2 0.05
C -0.763980 -0.894036 1.648951 0.0 0.1 0.0 -0.53
H 1.891096 2.672690 2.794477 0.1 0.0 0.1 0.26
H 1.827278 3.012053 4.527564 0.1 -0.1 -0.2 0.38
H 3.243611 2.195578 3.842422 -0.1 0.0 -0.1 0.30
H 0.403598 1.050844 4.028382 0.0 0.0 0.0 0.21
H 1.750898 0.613581 5.060784 -0.1 0.0 -0.1 0.40
H 1.493731 -1.109834 3.381495 0.1 0.0 0.0 0.34
H 3.019341 -0.284646 3.140883 -0.2 0.0 0.0 0.48
H 1.935909 -0.742497 0.998287 -0.1 0.1 0.1 -0.09
H 2.132752 0.980437 1.236991 0.0 -0.1 0.0 0.40
H -0.032596 0.546740 0.246298 0.1 0.0 -0.1 -0.09
H -0.284644 1.193348 1.855838 0.1 0.0 0.1 0.43
H -0.437393 -1.769277 1.076621 -0.1 0.1 0.1 0.27
H -1.811106 -0.700877 1.390158 0.2 -0.2 0.2 -0.19
H -0.720062 -1.138770 2.713251 0.0 0.0 -0.1 0.34
C 4.639150 -0.903652 -4.788070 0.1 -0.2 -0.1 -1.18
C 3.166473 -0.568642 -4.965982 0.0 0.2 0.0 -0.41
C 2.660030 0.471764 -3.962723 -0.1 0.0 0.0 -0.82
C 2.729326 0.047409 -2.490662 0.2 0.0 0.0 -0.47
C 1.973002 -1.237369 -2.145923 0.1 0.1 0.0 -0.30
C 0.475524 -1.134538 -2.393788 -0.2 -0.3 0.0 -1.02
H 4.839132 -1.346008 -3.807085 0.0 0.1 -0.1 0.28
H 4.955224 -1.627656 -5.547783 0.0 0.1 0.2 0.38
H 5.259261 -0.007366 -4.896420 0.0 -0.1 0.1 0.30
H 2.570707 -1.484629 -4.902799 0.0 0.0 0.0 0.22
H 3.019318 -0.175075 -5.978013 -0.1 -0.1 0.1 0.38
H 1.626941 0.732911 -4.219277 0.0 0.0 0.0 0.33
H 3.242426 1.394903 -4.084031 -0.1 -0.1 0.0 0.39
H 2.335954 0.867152 -1.876327 0.0 0.0 0.0 0.25
H 3.778110 -0.072650 -2.194425 -0.1 0.0 0.0 0.36
H 2.137198 -1.465251 -1.087011 0.0 0.0 -0.1 0.13
H 2.379734 -2.085768 -2.708239 0.0 0.1 0.0 0.40
H 0.039672 -0.322182 -1.801861 0.0 0.0 -0.1 0.07
H -0.019872 -2.065052 -2.094656 0.0 0.1 -0.1 0.36
H 0.248778 -0.956506 -3.448040 0.0 0.0 0.1 0.43
```
Positions in Å, forces in eV/Å.

=====

2 unconnected molecules or ions with the total composition C2H7FN4. Source: the Open Molecules 2025 dataset; level of theory: ωB97M-V/def2-TZVPD.

Calculated values
Energy above the lowest of the compared OMol25 structures with the same formula, charge and spin = 2.681 eV
Multiplicity = 1
Total charge = 0
Lowest unoccupied orbital energy = 0.72 eV
DFT total energy = -399.122207 hartree

Structure (XYZ):
```
14
Properties=species:S:1:pos:R:3:forces:R:3:mulliken_charge:R:1
C -1.342916 -1.207909 1.430439 -1.5 0.2 -2.6 -0.71
C 3.563739 -0.453530 -0.231113 -0.5 -1.4 -1.5 -0.27
N -0.597120 -0.775002 -0.797847 -3.8 -4.1 -1.9 -0.57
N 0.096322 0.161857 -0.757317 2.7 3.3 0.9 1.03
N -0.725668 -1.808787 0.167107 -0.8 -0.1 2.0 -0.21
N 0.668666 1.148492 -0.857051 -0.4 -0.9 0.2 -0.67
F 3.265313 -1.199911 0.907343 0.0 0.6 0.5 -0.27
H -2.471088 -0.877237 1.215025 2.2 -1.1 0.8 0.27
H -1.133065 -1.989616 2.138186 -0.6 0.1 0.8 0.29
H -0.837354 -0.276002 1.627163 0.4 0.0 0.5 0.29
H 2.984716 -1.029649 -1.021434 1.0 0.8 0.4 0.13
H 3.108147 0.565943 -0.236327 0.8 -0.7 0.5 0.18
H -1.403465 -2.628608 -0.081729 1.7 2.6 -0.7 0.30
H 4.679794 -0.556346 -0.397926 -1.4 0.6 0.1 0.22
```
Positions in Å, forces in eV/Å.

=====

| no. | frontier orbital gap (eV) | largest force on an atom (eV Å⁻¹) |
| --- | --- | --- |
| 1 | 10.752 | 0.596 |
| 2 | 8.367 | 2.432 |
| 3 | 7.434 | 3.529 |
| 4 | 7.387 | 0.984 |
| 5 | 5.853 | 3.651 |
| 6 | 8.987 | 5.250 |
| 7 | 9.499 | 5.919 |